The following is a quantum chemistry calculation of a single C3H7FN4 molecule in a non-equilibrium geometry, from the OMol25 dataset.

The calculation puts the HOMO energy at -8.783 eV. The value obtained for the strongest force on any atom is 0.071 Eh/bohr. The molar mass comes out at 118.12 g/mol. As for the SMILES: [H]/N=C(\N)N/N=C\CF.

The geometry in XYZ format:
```
15
C3H7FN4, DFT the ωB97M-V functional and the def2-TZVPD basis
C -0.5812 1.4724 -0.4263
C 0.9439 -0.9543 1.4765
C 0.6487 -2.3026 0.8128
H -0.2165 1.2280 -2.5259
H -1.4583 2.2529 -2.0893
H -1.3119 3.2101 -0.1476
H -0.0478 -0.4768 -0.7397
H 1.3619 -0.9992 2.4264
H 1.2735 -3.0724 1.2672
H -0.4447 -2.5099 0.9207
N -0.8840 1.4480 -1.8091
N -0.8782 2.4060 0.3813
N -0.0183 0.3236 -0.1170
N 0.6326 0.2276 1.0804
F 0.9801 -2.2534 -0.5105
```

Mulliken population analysis, charges in e, atoms 1 to 2: 0.514 -0.128

***

The following is a quantum chemistry calculation of 9 unconnected molecules or ions with the total composition C15H20Cl24FO2 in a non-equilibrium geometry, from the OMol25 dataset.

The calculation puts the HOMO energy at -1.469 eV. The value obtained for the strongest force on any atom is 0.041 Eh/bohr. The molar mass comes out at 1102.19 g/mol. As for the net charge: -1.

The geometry in XYZ format:
```
62
C15H20Cl24FO2, DFT the ωB97M-V functional and the def2-TZVPD basis
C 2.9087 1.0519 2.0917
C 2.6893 1.9640 0.8430
F 3.2796 3.1870 1.1006
C 1.1339 2.1210 0.6311
C 0.6511 3.2148 1.5805
C -0.8841 3.1869 1.7533
C -1.5182 1.7901 1.9223
C -1.9510 1.2007 0.5746
O -2.0554 1.8190 -0.4386
O -2.2359 -0.1858 0.5487
H 1.9257 0.9321 2.5453
H 3.5225 1.5931 2.8162
H 3.3123 0.0630 1.8454
H 3.1776 1.4952 -0.0123
H 0.9646 2.3676 -0.4257
H 0.7225 1.0856 0.8077
H 1.0786 2.9947 2.5790
H -1.3859 3.7573 0.9647
H -1.0964 3.7369 2.6817
H -0.7707 1.1040 2.3215
H -2.3962 1.7633 2.5699
H -1.4152 -0.6317 0.7907
C 2.0395 -1.3918 -1.5442
Cl 0.7082 -2.2233 -0.7256
Cl 1.5071 0.1614 -2.1807
Cl 3.4057 -1.1648 -0.4446
H 2.3610 -2.0097 -2.3677
C 4.8998 2.0985 -3.6938
Cl 4.7087 0.9238 -2.3990
Cl 5.9688 3.4150 -3.2065
Cl 5.4989 1.3191 -5.1682
H 3.9261 2.5191 -3.9117
C 1.2035 -1.7408 4.3935
Cl 0.5314 -0.9651 2.9663
Cl 1.5673 -0.5438 5.6379
Cl 0.0802 -2.9618 5.0196
H 2.1245 -2.2395 4.1214
C 1.8551 -5.4693 -3.1163
Cl 0.5296 -6.2098 -2.2169
Cl 1.3684 -3.9053 -3.7693
Cl 3.2853 -5.2967 -2.0945
H 2.1060 -6.1180 -3.9448
C -4.7853 -0.6015 2.1177
Cl -6.2243 -1.4822 2.6628
Cl -5.2364 0.9684 1.4499
Cl -3.6336 -0.4171 3.4346
H -4.3112 -1.1747 1.3326
C -3.0118 1.5775 6.8871
Cl -2.2313 0.0888 6.3510
Cl -3.3781 2.6254 5.5196
Cl -4.4766 1.2177 7.8128
H -2.3239 2.1011 7.5373
C 0.4560 -0.8274 -6.7310
Cl 0.6776 -1.4907 -8.3549
Cl -0.3670 -1.9892 -5.6899
Cl 2.0074 -0.3514 -6.0373
H -0.1656 0.0547 -6.8096
C -4.4474 -1.5186 -4.5421
Cl -3.2075 -2.5920 -3.9005
Cl -4.3415 -1.4219 -6.3043
Cl -6.0564 -2.0457 -4.0426
H -4.2760 -0.5288 -4.1392
```

Mulliken population analysis, charges in e, atoms 1 to 2: -0.474 1.128

***

The following is a quantum chemistry calculation of 2 unconnected molecules or ions with the total composition C4H15N2O in a non-equilibrium geometry, from the OMol25 dataset.

The calculation puts the HOMO energy (alpha / beta) at -18.924 / -18.915 eV. The value obtained for the strongest force on any atom is 0.056 Eh/bohr. The molar mass comes out at 107.18 g/mol. As for the multiplicity: 2. As for the net charge: +2. The expectation value of S² is 0.754.

The geometry in XYZ format:
```
22
C4H15N2O, DFT the ωB97M-V functional and the def2-TZVPD basis
N -0.9066 1.2398 1.7668
C -1.3304 0.5942 0.5710
C -0.1772 0.1529 -0.3332
N 0.7050 -0.8629 0.3834
C 2.0969 -0.2711 0.6570
C 0.8729 -2.1944 -0.2491
H -1.5966 1.5336 2.4764
H -0.2944 2.0495 1.5751
H 0.3140 -1.0454 1.3003
H -1.9248 1.3124 -0.0328
H -1.9269 -0.2801 0.7936
H 0.4407 0.9306 -0.7568
H -0.5421 -0.2932 -1.2575
H 2.6876 -1.0222 1.1644
H 1.9362 0.6714 1.1777
H 2.4856 0.0301 -0.3159
H 1.3407 -2.1606 -1.2325
H -0.0730 -2.7247 -0.3798
H 1.4611 -2.8372 0.4048
H -2.4379 2.1239 -2.1935
H -1.4473 1.5289 -3.2271
O -1.6836 1.5244 -2.2928
```

Mulliken population analysis, charges in e, atoms 1 to 2: -0.094 -0.464

***

The following is a quantum chemistry calculation of 2 unconnected molecules or ions with the total composition CH2ClN2O2 in a non-equilibrium geometry, from the OMol25 dataset.

The calculation puts the HOMO energy (alpha / beta) at -4.107 / -4.107 eV. The value obtained for the strongest force on any atom is 0.050 Eh/bohr. The molar mass comes out at 109.49 g/mol. As for the net charge: -1.

The geometry in XYZ format:
```
8
CH2ClN2O2, DFT the ωB97M-V functional and the def2-TZVPD basis
C -2.9894 0.0864 -0.5913
N 0.7579 -0.5011 0.4578
N 1.7971 -0.0554 -0.1027
O 1.6849 1.0017 -0.6911
O 2.9171 -0.6761 -0.0330
Cl -1.6952 0.3139 0.5187
H -3.4982 1.1092 -0.6184
H 1.0258 -1.2785 1.0600
```

Mulliken population analysis, charges in e, atoms 1 to 2: -0.211 -0.594

***

The following is a quantum chemistry calculation of a molecular structure, C11H17B2N7Os in a non-equilibrium geometry, from the OMol25 dataset.

The calculation puts the HOMO energy (alpha / beta) at -15.913 / -16.465 eV. The value obtained for the strongest force on any atom is 0.103 Eh/bohr. The molar mass comes out at 459.16 g/mol. As for the multiplicity: 5. As for the net charge: +2. The expectation value of S² is 6.032.

The geometry in XYZ format:
```
38
C11H17B2N7Os, DFT the ωB97M-V functional and the def2-TZVPD basis
H 0.7935 3.2741 1.0985
N 0.6351 1.7802 -0.3920
B 0.4268 0.5207 -2.5919
N 0.7315 1.8102 -1.7946
C 1.0303 3.0636 -2.1752
Os 0.2395 0.0846 0.6083
H 1.1873 3.2878 -3.2176
C 1.1211 3.8714 -1.0512
H 1.3529 4.9256 -1.0358
C 0.8570 3.0574 0.0441
H 0.5327 0.6725 -3.7725
C -2.2230 -2.3074 2.9621
H -1.3060 -2.4182 3.5357
H -2.1226 -1.3598 2.4050
H -2.3363 -3.1662 2.2906
N -0.9904 0.0420 -2.1650
N 1.3560 -0.6007 -2.0698
N -1.2622 -0.1769 -0.8180
N 1.3643 -0.9240 -0.7033
C -2.1088 -0.1551 -2.8655
C 2.1745 -1.4382 -2.7068
H -2.0654 -0.0314 -3.9352
H 2.2879 -1.3456 -3.7740
C -3.1321 -0.5255 -1.9913
C 2.7390 -2.3157 -1.7880
C -2.5685 -0.5368 -0.7085
C 2.2159 -1.9858 -0.5437
H -4.1466 -0.7547 -2.2313
H 3.4485 -3.0972 -2.0013
H -2.9745 -0.7411 0.2719
H 2.3851 -2.3884 0.4511
H -3.0346 -2.1810 3.6389
B 0.6244 0.3616 5.0486
C 0.4617 0.3316 3.5495
N 0.3253 0.2701 2.3748
H -0.3198 1.0391 5.4355
H 1.7035 0.8768 5.2523
H 0.5973 -0.8196 5.3656
```

Mulliken population analysis, charges in e, atoms 1 to 2: 0.502 -0.506

***

The following is a quantum chemistry calculation of 2 unconnected molecules or ions with the total composition C3H10OS in a non-equilibrium geometry, from the OMol25 dataset.

The calculation puts the HOMO energy at -9.114 eV. The value obtained for the strongest force on any atom is 0.029 Eh/bohr. The molar mass comes out at 94.18 g/mol. As for the SMILES: CCCS.O.

The geometry in XYZ format:
```
15
C3H10OS, DFT the ωB97M-V functional and the def2-TZVPD basis
C -0.6444 -1.6650 1.6501
C 0.0354 -1.1918 0.3458
C 0.6520 0.1981 0.4867
S -0.6651 1.4608 0.3961
H -1.2918 -2.4812 1.4315
H -1.2305 -0.8803 2.1375
H 0.1039 -2.0360 2.3369
H 0.8981 -1.8465 0.1629
H -0.7486 -1.2060 -0.4044
H 1.3375 0.3957 -0.3309
H 1.2516 0.2906 1.3942
H 0.0288 2.5078 -0.0516
H 1.0717 0.6384 -2.7817
H 0.2563 -0.7501 -2.5835
O 1.0751 -0.3246 -2.8255
```

Mulliken population analysis, charges in e, atoms 1 to 2: -1.181 -0.446

***

Number 1: total energy -437.34457 Eh. Number 2: total energy -11878.41264 Eh. Number 3: total energy -345.41835 Eh. Number 4: total energy -759.28143 Eh. Number 5: total energy -952.28444 Eh. Number 6: total energy -593.70839 Eh.